No. 1
ORCA calculation (the ωB97M-V functional and the def2-TZVPD basis) on a molecular structure, C40H40N2OPSr.

CARTESIAN COORDINATES (ANGSTROEM)
C  -0.46557  2.38949  0.92977
C  -0.75432  2.17251  -0.44435
C  -2.03593  1.57062  -0.52866
H  -0.14064  2.47298  -1.29338
C  -2.52221  1.38264  0.79084
C  -1.58117  1.93574  1.69654
H  -3.49673  0.95427  1.04637
C  3.05192  -0.58402  -1.39120
C  2.44320  0.62266  -1.85082
C  1.41801  0.26527  -2.76816
H  2.70371  1.63731  -1.54597
C  1.30140  -1.16720  -2.80107
C  2.38584  -1.67492  -2.00363
H  -2.59676  1.39391  -1.44742
H  -1.71439  2.05120  2.77592
H  0.42313  2.88411  1.31939
H  2.64131  -2.73294  -1.90495
H  0.80839  0.95262  -3.35079
H  3.87960  -0.65075  -0.67923
Sr  -0.24084  -0.53284  1.27459
C  -0.04944  -1.88394  -2.95164
C  0.07791  -3.40597  -2.99455
C  -0.86463  -1.32042  -4.10791
H  0.73502  -3.74665  -3.80556
H  -0.91073  -3.85904  -3.14570
H  0.47210  -3.80734  -2.05108
H  -0.30517  -1.36306  -5.05718
H  -1.16769  -0.27777  -3.93295
H  -1.77356  -1.92010  -4.24154
C  -0.68035  -1.48692  -1.56919
C  -1.95945  -1.96887  -0.90750
H  -0.73451  -0.37204  -1.58537
H  0.10016  -1.81797  -0.84267
O  -2.00683  -1.63754  0.32261
N  -3.00256  -2.50348  -1.51433
C  -4.34796  -2.15773  -1.02696
H  -2.89537  -3.18726  -2.27387
C  -4.75442  -0.83097  -1.61613
C  -5.43067  0.15904  -0.89631
H  -5.72901  -0.05120  0.13324
C  -5.71899  1.38806  -1.50050
H  -6.27239  2.14171  -0.94003
C  -5.35362  1.63122  -2.82893
H  -5.62325  2.56946  -3.31984
C  -4.64962  0.64996  -3.53822
H  -4.35655  0.80855  -4.57718
C  -4.37142  -0.57626  -2.93175
H  -3.85619  -1.35856  -3.49813
H  -4.34910  -2.13830  0.06827
H  -5.00869  -2.95469  -1.37672
N  1.86176  0.58722  1.45771
P  2.46496  0.81431  2.87769
C  1.65238  2.08433  3.90679
C  1.92243  3.42918  3.59575
C  1.29257  4.44844  4.30621
C  0.34541  4.12808  5.28151
C  0.01494  2.79232  5.53489
C  0.70450  1.76364  4.88753
C  2.50685  -0.75486  3.80459
C  3.74947  -1.39348  3.94957
C  3.80800  -2.70939  4.40716
C  2.62133  -3.42471  4.60578
C  1.37930  -2.80197  4.42840
C  1.31070  -1.45225  4.08084
C  4.17495  1.43333  2.83961
C  4.73937  1.56864  1.56464
C  6.04987  2.03393  1.43863
C  6.76963  2.38890  2.58815
C  6.18886  2.29335  3.86067
C  4.88042  1.81250  3.99290
H  2.62933  3.67860  2.80103
H  1.52337  5.48485  4.06015
H  -0.17171  4.92595  5.81047
H  -0.80269  2.54934  6.21354
H  0.50282  0.72177  5.15071
H  4.66132  -0.84984  3.71014
H  4.78268  -3.16175  4.58011
H  2.67567  -4.47338  4.88211
H  0.45347  -3.36907  4.57027
H  0.32660  -0.94342  4.07005
H  4.13508  1.32800  0.68779
H  6.49333  2.12903  0.44517
H  7.79142  2.76197  2.49055
H  6.74735  2.59779  4.74831
H  4.41630  1.75269  4.98208

Values from the calculation:
* 2S+1: 1
* M: 683.37 g/mol
* charge: -1
* E_LUMO: 0.0716 Eh
* energy above the lowest of the compared OMol25 structures with the same formula, charge and spin: 57.6 kcal/mol

=====

No. 2
ORCA calculation (the ωB97M-V functional and the def2-TZVPD basis) on a molecular structure, C40H41CuGeOS4SiTe.

CARTESIAN COORDINATES (ANGSTROEM)
Cu  0.01743  -0.45467  0.34816
C  1.03723  2.72663  0.12130
C  2.18786  1.96409  0.76811
S  2.18721  0.15955  0.46976
C  2.66590  -0.41778  2.11704
C  1.77621  -0.01625  3.29833
S  -0.01274  0.00899  3.00162
C  -0.36228  1.80189  3.05588
C  -1.20552  2.31507  1.89854
S  -0.60113  1.98047  0.22797
H  1.20941  2.81724  -0.95186
H  1.01443  3.74164  0.52199
H  2.21219  2.11889  1.84334
H  3.13109  2.33569  0.36800
H  3.69446  -0.10724  2.30496
H  2.67904  -1.50252  2.01484
H  2.06523  0.95588  3.69581
H  1.95928  -0.73205  4.09955
H  0.58558  2.33545  3.09722
H  -0.88586  2.01130  3.98854
H  -1.35599  3.38964  2.01568
H  -2.19665  1.85337  1.90385
Te  -0.58958  0.31477  -3.09518
C  0.15952  0.00909  -4.97696
C  -0.57878  -0.34221  -6.09023
C  0.20213  -0.46676  -7.25676
C  1.52549  -0.20527  -7.02730
S  1.82111  0.18203  -5.39636
H  -1.64833  -0.49729  -6.04983
H  -0.19487  -0.72972  -8.22704
H  2.32857  -0.22453  -7.74865
O  -1.59457  -1.02739  -0.33101
Si  -3.15259  -1.37333  0.03017
C  -3.67904  -3.10385  -0.46545
C  -3.47681  -3.54234  -1.77841
C  -3.87469  -4.80621  -2.18292
C  -4.50560  -5.65472  -1.28118
C  -4.74615  -5.22919  0.01590
C  -4.33555  -3.96177  0.41744
C  -4.23648  -0.18946  -0.93184
C  -3.80666  1.08001  -1.31266
C  -4.65101  1.96420  -1.96963
C  -5.95574  1.58904  -2.25810
C  -6.40608  0.32910  -1.89016
C  -5.55203  -0.54802  -1.23660
C  -3.50955  -1.15802  1.86076
C  -2.73319  -1.80240  2.82856
C  -3.03524  -1.70918  4.17984
C  -4.13344  -0.96513  4.59236
C  -4.92254  -0.32223  3.64881
C  -4.61271  -0.42195  2.29872
H  -3.00348  -2.88151  -2.49409
H  -3.70502  -5.13042  -3.20280
H  -4.82112  -6.64128  -1.59711
H  -5.25739  -5.87972  0.71534
H  -4.52690  -3.64266  1.43690
H  -2.78868  1.38566  -1.11046
H  -4.28807  2.94235  -2.26226
H  -6.61752  2.27387  -2.77314
H  -7.42123  0.02843  -2.11834
H  -5.91961  -1.53470  -0.96850
H  -1.87715  -2.40081  2.52963
H  -2.41633  -2.21761  4.90953
H  -4.37685  -0.89111  5.64509
H  -5.78359  0.25385  3.96492
H  -5.24128  0.08669  1.57581
Ge  0.25175  -2.80579  -0.44096
C  0.10037  -3.83214  1.18066
C  -1.02225  -4.65862  1.24516
C  -1.21823  -5.50229  2.32851
C  -0.29606  -5.52454  3.36343
C  0.83399  -4.71595  3.30444
C  1.03090  -3.88012  2.21837
C  1.98853  -2.72315  -1.28067
C  2.00384  -2.67359  -2.67412
C  3.20240  -2.74892  -3.36973
C  4.39825  -2.86384  -2.67863
C  4.39778  -2.91274  -1.28993
C  3.20070  -2.84484  -0.59894
H  -0.81504  -3.17520  -1.44298
H  -1.75695  -4.64577  0.45093
H  -2.09408  -6.13818  2.35977
H  -0.44863  -6.17990  4.21166
H  1.56548  -4.74739  4.10202
H  1.93948  -3.28869  2.18381
H  1.07582  -2.58335  -3.23014
H  3.19650  -2.71663  -4.45114
H  5.33277  -2.92709  -3.22136
H  5.32980  -3.01811  -0.74960
H  3.22204  -2.92834  0.48213

Values from the calculation:
* 2S+1: 2
* M: 957.88 g/mol
* charge: +1
* <S²>: 0.763
* E_LUMO (alpha / beta): -0.1316 / -0.1492 Eh
* energy above the lowest of the compared OMol25 structures with the same formula, charge and spin: 33.3 kcal/mol